# 1
ORCA calculation (ωB97M-V/def2-TZVPD) on a 12-piece molecular cluster, C30H82F6O27PS11 overall in a non-equilibrium geometry.

Geometry as XYZ:
```
157
Properties=species:S:1:pos:R:3
P 0.936 0.250 0.387
F 2.083 0.887 1.344
F 1.246 1.387 -0.745
F 2.064 -0.736 -0.214
F -0.222 -0.243 -0.642
F 0.472 -0.893 1.424
F -0.129 1.243 1.114
O 1.614 -0.887 -5.416
S 1.149 -2.023 -4.700
O 0.095 -2.809 -5.279
O 2.413 -2.979 -4.468
C 2.173 -4.274 -3.924
C 3.121 -5.270 -4.572
C 0.673 -1.613 -3.031
H 1.148 -4.604 -4.078
H 2.395 -4.270 -2.854
H 2.884 -5.325 -5.638
H 3.035 -6.248 -4.106
H 4.158 -4.931 -4.543
H 1.561 -1.367 -2.457
H 0.138 -2.458 -2.611
H 0.086 -0.711 -3.190
O 3.006 2.630 -5.851
S 2.318 3.224 -4.749
O 2.966 4.107 -3.828
O 1.073 4.040 -5.295
C 0.308 3.501 -6.405
C -0.751 4.536 -6.733
C 1.537 1.933 -3.816
H -0.137 2.548 -6.119
H 1.014 3.350 -7.223
H -1.198 4.386 -7.711
H -0.364 5.548 -6.616
H -1.514 4.421 -5.963
H 2.324 1.374 -3.321
H 0.983 1.318 -4.526
H 0.804 2.349 -3.130
O 0.139 -5.088 -1.705
S -1.021 -4.718 -0.961
O -1.956 -3.793 -1.531
O -1.733 -6.088 -0.581
C -3.151 -6.088 -0.278
C -3.371 -7.124 0.803
C -0.562 -4.155 0.672
H -3.691 -6.364 -1.185
H -3.465 -5.087 0.007
H -2.796 -8.031 0.631
H -4.440 -7.338 0.843
H -3.064 -6.748 1.780
H -1.520 -4.020 1.180
H -0.107 -3.174 0.572
H 0.022 -4.945 1.129
O -2.325 -1.992 4.419
S -2.313 -0.713 5.077
O -3.506 0.020 5.328
O -1.617 -0.887 6.506
C -0.417 -1.700 6.553
C 0.726 -0.815 6.974
C -1.109 0.310 4.256
H -0.218 -2.179 5.596
H -0.619 -2.522 7.243
H 1.617 -1.442 7.083
H 0.487 -0.260 7.881
H 1.028 -0.063 6.251
H -1.593 0.728 3.374
H -0.281 -0.330 3.964
H -0.850 1.100 4.959
O -3.530 -0.264 -5.613
S -2.773 0.044 -4.440
O -1.495 0.679 -4.475
O -3.716 0.902 -3.481
C -5.079 0.489 -3.234
C -5.687 1.505 -2.301
C -2.617 -1.416 -3.411
H -5.078 -0.469 -2.709
H -5.589 0.403 -4.192
H -6.732 1.255 -2.109
H -5.698 2.506 -2.734
H -5.150 1.549 -1.354
H -3.623 -1.768 -3.213
H -2.123 -1.065 -2.509
H -2.016 -2.157 -3.932
O -5.538 -1.323 -0.197
S -4.691 -1.276 0.958
O -5.163 -0.693 2.171
O -4.143 -2.748 1.326
C -5.021 -3.532 2.140
C -6.244 -4.043 1.411
C -3.113 -0.591 0.531
H -5.332 -2.960 3.023
H -4.441 -4.307 2.641
H -5.967 -4.842 0.712
H -6.777 -3.280 0.854
H -6.918 -4.587 2.076
H -2.508 -0.669 1.432
H -3.274 0.446 0.250
H -2.686 -1.183 -0.275
O 1.857 -2.022 4.395
S 3.253 -2.130 4.099
O 4.230 -1.437 4.883
O 3.625 -3.688 3.990
C 4.248 -4.300 5.145
C 3.172 -4.759 6.112
C 3.460 -1.719 2.392
H 4.883 -3.545 5.614
H 4.890 -5.103 4.792
H 2.515 -3.920 6.342
H 3.621 -5.065 7.061
H 2.585 -5.593 5.733
H 4.285 -2.278 1.963
H 3.578 -0.639 2.362
H 2.553 -1.971 1.851
O 0.135 5.517 2.196
S 0.308 5.551 0.782
O -0.829 5.733 -0.068
O 1.336 6.749 0.484
C 1.413 7.252 -0.845
C 1.895 8.694 -0.825
C 1.273 4.158 0.255
H 0.475 7.209 -1.399
H 2.129 6.660 -1.429
H 1.880 9.098 -1.833
H 2.901 8.733 -0.403
H 1.275 9.286 -0.149
H 0.599 3.305 0.249
H 2.024 4.023 1.028
H 1.648 4.419 -0.731
C 6.126 -0.047 -0.557
S 5.752 1.490 0.300
O 6.928 2.368 0.019
C 4.423 2.027 -0.772
H 6.534 0.235 -1.530
H 5.240 -0.658 -0.734
H 6.878 -0.574 0.023
H 3.825 2.803 -0.306
H 3.801 1.158 -0.991
H 4.845 2.375 -1.717
C 1.437 3.182 4.036
S 1.799 3.124 5.793
O 0.712 2.295 6.396
C 3.251 2.067 5.694
H 0.435 3.571 3.873
H 1.566 2.188 3.602
H 2.107 3.870 3.514
H 3.723 1.976 6.669
H 3.976 2.413 4.958
H 2.885 1.081 5.395
C -2.154 3.067 -1.567
S -2.186 3.501 -3.317
O -3.564 3.954 -3.659
C -1.194 4.995 -3.118
H -2.797 2.205 -1.406
H -2.484 3.890 -0.933
H -1.128 2.807 -1.298
H -1.023 5.516 -4.055
H -0.240 4.772 -2.637
H -1.725 5.639 -2.415
```

Computed properties:
HOMO	-6.7	eV
electronic energy	-8544.56184	hartree
net charge	-1

Atom charges from the Mulliken analysis, given in e for atoms 1 to 4: 1.629 -0.430 -0.093 -0.327

# 2
ORCA calculation (ωB97M-V/def2-TZVPD) on C30H82N6O10 as an isolated structure in a non-equilibrium geometry.

Geometry as XYZ:
```
128
Properties=species:S:1:pos:R:3
C -7.766 8.277 -5.165
O -8.556 9.431 -5.096
H -7.854 7.812 -6.147
H -6.708 8.537 -5.180
H -8.194 7.621 -4.407
H -8.403 10.185 -5.670
C -9.153 6.178 -6.914
O -10.190 5.522 -6.284
H -9.501 6.984 -7.560
H -8.547 6.493 -6.064
H -8.509 5.534 -7.513
H -10.749 5.143 -6.966
C -9.225 12.932 -9.402
O -9.555 12.491 -8.033
C -9.372 13.516 -7.106
C -9.625 12.996 -5.723
N -9.330 14.008 -4.710
C -9.483 13.534 -3.370
C -8.846 14.416 -2.324
O -7.530 14.867 -2.657
C -6.732 15.334 -1.645
H -9.471 12.119 -10.084
H -8.152 13.111 -9.473
H -9.690 13.884 -9.660
H -9.969 14.375 -7.412
H -8.350 13.895 -7.107
H -9.031 12.083 -5.690
H -10.642 12.606 -5.674
H -8.408 14.421 -4.707
H -9.092 12.517 -3.344
H -10.553 13.397 -3.211
H -8.680 13.772 -1.460
H -9.465 15.273 -2.054
H -7.215 15.956 -0.891
H -5.960 15.936 -2.123
H -6.268 14.465 -1.178
C -3.577 9.347 -8.177
O -4.794 8.641 -8.117
C -4.874 7.912 -6.918
C -5.660 6.650 -7.167
N -6.643 6.881 -8.238
C -6.968 5.491 -8.692
C -8.123 5.344 -9.762
O -8.366 4.009 -10.161
C -7.563 3.519 -11.188
H -3.231 9.917 -7.315
H -3.831 10.046 -8.973
H -2.785 8.623 -8.372
H -5.327 8.490 -6.112
H -3.906 7.759 -6.440
H -6.224 6.307 -6.299
H -4.918 5.871 -7.344
H -6.274 7.469 -8.971
H -7.224 4.780 -7.907
H -6.122 4.999 -9.172
H -7.970 6.070 -10.560
H -9.101 5.537 -9.320
H -6.662 3.042 -10.802
H -7.416 4.109 -12.092
H -8.052 2.641 -11.610
C -6.474 11.063 -6.364
C -7.546 10.841 -7.429
C -7.313 9.492 -8.250
O -8.246 9.296 -9.291
C -8.449 7.993 -9.843
N -8.818 10.671 -6.645
H -6.004 10.145 -6.010
H -6.702 11.660 -5.481
H -5.652 11.586 -6.854
H -7.592 11.714 -8.080
H -7.560 8.754 -7.487
H -6.307 9.361 -8.651
H -8.629 7.226 -9.091
H -7.539 7.734 -10.384
H -9.277 7.966 -10.552
H -9.575 10.312 -7.210
H -9.098 11.640 -6.702
C -9.096 7.922 -14.568
C -8.019 7.238 -13.776
C -8.341 7.383 -12.298
O -7.395 6.952 -11.326
C -5.972 7.055 -11.578
N -8.000 5.869 -14.285
H -9.984 7.339 -14.324
H -8.877 8.047 -15.628
H -9.396 8.913 -14.227
H -7.106 7.748 -14.084
H -9.246 6.830 -12.044
H -8.353 8.446 -12.057
H -5.489 6.714 -10.662
H -5.564 8.023 -11.868
H -5.625 6.479 -12.437
H -7.046 5.556 -14.175
H -8.580 5.278 -13.706
C -11.393 11.761 -9.731
C -10.317 10.730 -9.453
C -10.807 9.367 -8.799
O -11.449 9.528 -7.523
C -11.468 8.335 -6.765
N -9.580 10.561 -10.731
H -10.935 12.699 -10.045
H -12.052 12.180 -8.970
H -12.157 11.407 -10.423
H -9.651 11.001 -8.633
H -9.889 8.787 -8.704
H -11.471 8.753 -9.408
H -11.879 8.654 -5.807
H -10.434 8.039 -6.587
H -12.030 7.505 -7.193
H -9.152 11.393 -11.112
H -8.734 10.147 -10.366
C -3.503 12.443 -12.413
C -3.397 10.923 -12.568
C -4.002 10.051 -11.472
O -5.426 9.830 -11.644
C -6.218 9.676 -10.547
N -3.925 10.430 -13.846
H -4.552 12.725 -12.502
H -3.024 12.968 -13.240
H -3.052 12.739 -11.466
H -2.348 10.629 -12.618
H -3.870 10.459 -10.469
H -3.524 9.080 -11.341
H -5.812 8.923 -9.870
H -7.188 9.248 -10.798
H -6.411 10.557 -9.935
H -4.746 10.937 -14.144
H -4.306 9.500 -13.744
```

Computed properties:
HOMO	-7.6	eV
electronic energy	-2272.13750	hartree

Atom charges from the Mulliken analysis, given in e for atoms 1 to 4: 0.001 -0.663 -1.445 0.486

# 3
ORCA calculation (ωB97M-V/def2-TZVPD) on a 9-piece molecular cluster, C30H85N11O9 overall in a non-equilibrium geometry.

Geometry as XYZ:
```
135
Properties=species:S:1:pos:R:3
C 3.578 -1.004 0.950
O 4.623 -1.588 1.183
N 3.582 0.201 0.254
N 2.360 -1.390 1.466
H 2.793 0.820 0.225
H 4.483 0.444 -0.108
H 1.591 -0.856 1.082
H 2.239 -2.311 1.879
C 0.822 -3.877 -4.751
O 0.720 -4.942 -4.170
N 1.584 -2.829 -4.262
N 0.121 -3.569 -5.904
H 2.210 -3.012 -3.499
H 1.798 -2.027 -4.845
H 0.177 -2.636 -6.273
H -0.655 -4.157 -6.136
C -1.327 -0.678 -3.044
C -0.543 -0.929 -1.765
C -1.169 -0.423 -0.485
O -0.179 -0.424 0.516
C -0.692 0.029 1.758
N -0.386 -2.392 -1.609
H -2.241 -1.272 -3.033
H -0.699 -1.017 -3.869
H -1.595 0.372 -3.189
H 0.452 -0.455 -1.828
H -2.036 -1.039 -0.215
H -1.545 0.599 -0.664
H -1.108 1.035 1.640
H 0.110 0.007 2.486
H -1.527 -0.623 2.039
H 0.073 -2.545 -0.712
H 0.221 -2.851 -2.282
C 0.190 0.516 -7.708
C 1.270 0.756 -6.680
C 0.743 1.442 -5.438
O -0.031 2.612 -5.666
C 0.676 3.654 -6.274
N 1.845 -0.541 -6.227
H 0.620 -0.019 -8.556
H -0.223 1.450 -8.096
H -0.668 0.015 -7.258
H 2.095 1.349 -7.093
H 1.552 1.691 -4.738
H 0.103 0.725 -4.916
H 1.470 4.046 -5.637
H -0.052 4.424 -6.535
H 1.066 3.340 -7.248
H 2.281 -0.973 -7.042
H 2.657 -0.306 -5.650
C 3.066 0.140 4.561
C 2.331 0.817 5.718
C 2.005 -0.228 6.766
O 1.231 0.383 7.806
C 0.946 -0.484 8.874
N 3.191 1.896 6.259
H 3.864 -0.468 5.011
H 3.589 0.810 3.880
H 2.424 -0.516 3.975
H 1.399 1.289 5.402
H 2.925 -0.613 7.226
H 1.457 -1.077 6.327
H 1.588 -1.363 8.887
H -0.114 -0.793 8.819
H 0.980 0.017 9.846
H 2.793 2.180 7.157
H 4.085 1.495 6.547
C 1.835 4.144 -1.141
C 0.422 3.576 -0.933
C 0.047 3.783 0.517
O 1.007 3.107 1.318
C 0.739 3.216 2.704
N -0.595 4.274 -1.756
H 2.547 3.458 -0.676
H 1.911 5.101 -0.617
H 2.071 4.327 -2.184
H 0.357 2.518 -1.181
H -0.971 3.410 0.692
H 0.093 4.864 0.722
H 0.936 4.238 3.052
H 1.483 2.605 3.221
H -0.245 2.872 3.033
H -0.543 5.268 -1.548
H -0.384 4.180 -2.745
C -3.433 0.576 5.346
C -2.316 0.111 6.271
C -1.680 -1.202 5.860
O -2.663 -2.123 5.461
C -2.106 -3.376 5.121
N -1.243 1.104 6.402
H -3.910 1.474 5.739
H -4.185 -0.211 5.283
H -3.079 0.774 4.333
H -2.785 -0.091 7.250
H -1.124 -1.625 6.715
H -0.938 -1.018 5.070
H -1.152 -3.264 4.596
H -2.802 -3.913 4.475
H -1.981 -4.000 6.017
H -0.439 0.661 6.866
H -1.537 1.806 7.076
C -0.162 -5.251 0.655
C 1.273 -4.768 0.503
C 2.056 -4.939 1.791
O 1.699 -3.870 2.659
C 2.269 -3.934 3.932
N 1.978 -5.484 -0.580
H -0.150 -6.342 0.678
H -0.725 -4.953 -0.238
H -0.658 -4.763 1.488
H 1.287 -3.692 0.283
H 3.139 -4.930 1.622
H 1.796 -5.901 2.254
H 2.488 -4.972 4.228
H 1.547 -3.601 4.682
H 3.213 -3.386 3.996
H 2.709 -4.876 -0.936
H 1.339 -5.603 -1.363
C -3.484 1.152 -5.297
C -3.856 2.520 -5.830
C -4.130 3.483 -4.687
O -5.388 3.192 -4.133
C -5.576 3.778 -2.853
N -2.842 2.996 -6.765
H -2.463 1.061 -4.902
H -3.640 0.280 -5.936
H -4.113 0.934 -4.422
H -4.768 2.338 -6.407
H -4.146 4.499 -5.111
H -3.355 3.411 -3.910
H -5.460 4.867 -2.892
H -4.862 3.366 -2.124
H -6.573 3.507 -2.514
H -3.030 3.946 -7.066
H -1.936 2.986 -6.298
```

Computed properties:
HOMO	-9.1	eV
electronic energy	-2473.46230	hartree
SMILES string	COC[C@H](C)N.COC[C@H](C)N.COC[C@H](C)N.COC[C@H](C)N.COC[C@H](C)N.COC[C@H](C)N.COC[C@H](C)N.NC(N)=O.NC(N)=O

Atom charges from the Mulliken analysis, given in e for atoms 1 to 4: 0.559 -0.721 -0.281 0.548